[1]
The following is a quantum chemistry calculation of 2 unconnected molecules or ions with the total composition C3H10N4 at a distorted geometry, from the OMol25 dataset.

DFT total energy (Ha): -339.29627
Net charge: 0
SMILES: N=C(N)N.C=CN
Highest occupied orbital energy (eV): -8.48
LUMO (Ha): 0.034

Element x y z (Å)
N (0.207, -1.379, 2.243)
N (0.180, -1.721, -0.110)
N (1.223, 3.063, -1.409)
N (-1.873, -1.476, 1.056)
C (0.285, 0.794, -1.687)
C (-0.563, -1.525, 1.071)
C (0.202, 2.097, -1.319)
H (0.937, -1.006, -0.208)
H (1.220, 3.791, -0.729)
H (1.243, 0.348, -1.905)
H (-2.184, -0.912, 1.859)
H (-0.312, -1.595, 3.060)
H (-0.763, 2.505, -0.997)
H (2.160, 2.706, -1.425)
H (1.067, -1.889, 2.133)
H (-0.440, -1.745, -0.952)
H (-0.630, 0.183, -1.690)

***

[2]
The following is a quantum chemistry calculation of 2 unconnected molecules or ions with the total composition C3H10N4O at a distorted geometry, from the OMol25 dataset.

DFT total energy (Ha): -414.42865
Net charge: 0
SMILES: C=CN(N)N.NC=O
Highest occupied orbital energy (eV): -7.62
LUMO (Ha): 0.028

Element x y z (Å)
O (-0.764, -0.120, -2.051)
N (-1.869, 1.650, -1.138)
N (1.413, -0.374, 0.177)
N (2.433, -0.610, 1.070)
N (1.249, -1.383, -0.711)
C (-0.014, 0.226, 0.885)
C (-0.738, 0.983, -1.501)
C (-1.057, -0.571, 1.067)
H (-2.691, 1.084, -0.992)
H (0.959, -2.265, -0.279)
H (0.220, 1.024, 1.590)
H (2.168, -1.191, 1.863)
H (-1.293, -1.347, 0.346)
H (-1.783, -0.408, 1.852)
H (0.152, 1.629, -1.535)
H (0.558, -1.072, -1.441)
H (-1.786, 2.479, -0.573)
H (2.843, 0.266, 1.371)

***

[3]
The following is a quantum chemistry calculation of a molecular structure, C3H10N4O at a distorted geometry, from the OMol25 dataset.

DFT total energy (Ha): -414.48977
Net charge: 0
Highest occupied orbital energy (eV): -7.37
LUMO (Ha): 0.024

Element x y z (Å)
O (0.075, 2.436, 0.324)
N (0.519, 1.286, -1.692)
N (-1.592, 0.272, 1.299)
N (0.711, -1.593, -0.910)
N (0.398, -1.588, 1.418)
C (0.217, 1.359, -0.279)
C (-0.867, 0.011, 0.092)
C (0.249, -0.967, 0.222)
H (1.314, -1.942, 1.651)
H (1.173, 0.546, 0.200)
H (-1.252, 1.136, 1.718)
H (1.460, -2.255, -0.756)
H (1.476, 1.580, -1.861)
H (0.593, -1.023, -1.746)
H (-1.522, -0.187, -0.762)
H (-2.590, 0.345, 1.146)
H (-0.228, 1.721, -2.225)
H (-0.134, -1.140, 2.159)